(1)
Below is a structure of composition C5H11ClCrNPdS, with properties calculated with wB97M-V/def2-TZVPD.

Computed properties:
Expectation value of S² ... 8.786
Strongest force on any atom ... 0.1117 hartree/bohr
Energy ... -2282.41363 a.u.
HOMO-LUMO gap (alpha / beta) ... 0.165 / 0.189 Ha
Charge ... -2
E_LUMO (alpha / beta) ... 5.013 / 5.000 eV
Multiplicity ... 6
HOMO (alpha / beta) ... 0.5361 / -0.1560 eV
Energy above the lowest of the compared OMol25 structures with the same formula, charge and spin ... 33.9 kcal/mol

Cartesian coordinates (Å):
Pd 0.3461 1.0986 -1.3003
Cr -0.1898 0.0891 0.8404
Cl -0.1639 2.4818 0.5492
S 1.2640 0.1033 5.1448
N 0.9311 0.0055 2.3867
C -1.8084 -1.0793 1.3515
C 1.0658 0.0657 3.5843
C 2.3091 0.9314 -1.3435
C 0.5023 -0.9874 -1.1779
C -1.5632 0.5223 -1.6555
H 1.4682 -1.3817 -1.5586
H -1.2975 -1.7132 2.0652
H -0.1905 -1.6832 -1.6987
H -2.2999 -1.7380 0.6359
H -2.3563 1.2978 -1.6689
H -2.6513 -0.5391 1.8246
H 2.8041 1.9036 -1.1140
H 2.5374 0.0492 -0.6860
H -1.3586 0.2491 -2.6604
H 2.4120 0.7331 -2.4227
H -1.7606 -0.4086 -1.0963

Force components x, y, z for each atom (eV/Å):
Pd -0.4 -2.1 -1.2
Cr -1.2 0.0 -0.3
Cl -0.1 2.3 0.9
S 0.4 0.1 2.5
N 1.0 -0.1 5.2
C -0.6 -0.2 0.3
C -0.5 -0.4 -5.7
C 2.0 0.9 0.4
C 0.9 -0.7 -2.8
C -1.8 0.5 0.6
H 0.1 0.2 0.7
H -0.2 -0.5 0.7
H -0.5 0.4 0.7
H 0.1 -0.2 -0.4
H 0.1 -0.5 0.4
H 0.4 0.0 0.2
H 0.3 -0.8 0.2
H 0.6 1.2 -0.7
H -0.1 -0.5 -1.4
H 0.5 -0.4 0.1
H -0.8 0.7 -0.3

Atom charges from the natural (NBO) analysis, given in e for atoms 1 to 6: Pd 0.553; Cr 1.033; Cl -0.670; S -0.316; N -0.643; C -1.168

***

(2)
Below is a structure of composition C29H28IrN6OPS3, with properties calculated with wB97M-V/def2-TZVPD.

Computed properties:
Strongest force on any atom ... 0.0617 hartree/bohr
Energy ... -3165.48505 a.u.
HOMO-LUMO gap ... 0.248 Ha
Charge ... +2
E_LUMO ... -6.170 eV
Multiplicity ... 1
HOMO ... -12.9309 eV

Cartesian coordinates (Å):
Ir 0.0013 -0.8965 -0.3960
S 1.6360 -2.5224 0.7543
S 3.0463 -0.1112 -4.0286
S -2.0453 -0.0518 -1.8088
P -0.1422 1.0235 1.1938
O 0.0227 -2.9425 -1.6140
N -1.1819 1.9867 -3.3835
N -1.5402 0.5746 2.0425
N 0.4701 -4.0426 -1.0944
N -1.7265 -1.5247 1.0603
N 1.4268 -0.0549 -2.0615
N -1.0381 0.0414 -4.3407
C -1.3948 0.6679 -3.2005
C 1.0036 1.0917 3.7614
C 1.4656 -6.4240 -0.0864
C -0.5889 0.9661 -5.2440
C 0.5884 -6.4128 -1.1717
C 1.2825 -4.0221 0.0005
C -3.4453 -3.0425 1.7047
C 2.0004 1.1768 -2.1137
C 1.2001 0.8183 2.4112
C 3.4723 0.1647 2.8675
C -0.6842 2.1791 -4.6453
C -2.1711 -0.6377 1.9534
C 2.8956 1.3381 -3.1232
C -0.7169 5.5883 1.2501
C -0.3920 2.8306 1.1712
C 1.8046 -5.2232 0.4906
C 0.7204 3.6690 1.1099
C -3.9161 -2.1239 2.6411
C -2.3518 -2.6978 0.9431
C -1.6713 3.3849 1.2043
C -1.8280 4.7587 1.2645
C -3.2738 -0.9149 2.7716
C 1.8796 -0.8296 -3.0084
C 0.5549 5.0419 1.1542
C 2.0437 0.9040 4.6533
C 0.1238 -5.2158 -1.6574
C 2.4400 0.3687 1.9690
C -1.4539 3.0041 -2.4053
C 3.2721 0.4315 4.2135
H 3.4672 2.2089 -3.3755
H -3.9213 -4.0009 1.5826
H 1.4204 5.6864 1.1205
H 1.8644 -7.3508 0.2950
H -0.2419 0.7048 -6.2223
H -4.7736 -2.3497 3.2540
H -3.5975 -0.1805 3.4920
H -2.5135 3.2699 -2.4124
H -0.8430 6.6586 1.3008
H 4.4270 -0.1967 2.5164
H 0.2677 -7.3303 -1.6343
H -1.9546 -3.3759 0.2011
H -1.1986 2.6275 -1.4125
H -0.4575 3.1522 -5.0299
H -2.5448 2.7484 1.1870
H -2.8205 5.1794 1.3229
H 2.5907 0.1916 0.9105
H -0.5372 -5.1297 -2.5074
H 1.8952 1.1330 5.6973
H 1.5341 -1.8337 -3.1542
H -0.8598 3.8888 -2.6243
H 2.4748 -5.1753 1.3315
H -1.1278 -0.9508 -4.4988
H -1.9085 1.2099 2.7435
H 4.0717 0.2779 4.9208
H 0.0509 1.4587 4.1154
H 1.7346 1.9165 -1.3783
H 1.7132 3.2422 1.0561

Force components x, y, z for each atom (eV/Å):
Ir -1.5 -0.5 -0.1
S -0.5 1.9 -0.1
S -0.6 0.1 0.6
S 0.8 -0.7 1.4
P 0.4 -1.7 0.3
O -1.0 3.0 -0.4
N 0.1 -1.0 -0.4
N 0.0 0.4 -0.2
N 1.2 -1.4 1.6
N 1.8 0.8 -1.2
N -0.9 -1.4 1.6
N 0.0 0.5 0.3
C 0.1 0.1 -0.1
C 0.0 0.1 -0.1
C -0.1 0.3 -0.2
C 0.1 0.4 -0.1
C 0.0 0.1 0.0
C -0.5 0.1 -0.5
C 0.1 0.1 0.0
C 0.3 0.6 -0.1
C 0.0 0.0 -0.6
C 0.1 0.1 0.1
C 0.2 -0.1 -0.5
C -0.2 -0.1 0.2
C -0.1 -0.2 0.0
C 0.0 -0.1 -0.1
C 0.0 -0.3 -0.7
C -0.1 0.0 -0.1
C 0.0 -0.2 0.1
C 0.2 0.1 -0.1
C -0.3 -0.7 -0.1
C 0.0 -0.2 0.0
C 0.0 0.0 0.0
C 0.2 -0.1 -0.1
C 0.3 -0.2 -0.5
C 0.1 0.0 0.0
C -0.1 0.0 0.1
C -0.2 -0.4 -0.3
C -0.1 0.1 -0.2
C -0.2 0.5 0.6
C 0.0 0.0 -0.1
H 0.1 0.2 0.0
H 0.0 -0.1 -0.1
H 0.1 0.0 0.0
H 0.0 -0.1 0.0
H 0.0 0.0 -0.2
H -0.1 0.0 0.1
H 0.0 0.1 0.1
H 0.1 0.0 0.0
H 0.0 0.1 0.0
H 0.1 0.0 0.0
H 0.0 -0.1 -0.1
H 0.0 0.0 -0.1
H 0.0 0.1 -0.2
H 0.1 0.2 0.0
H -0.1 0.0 0.0
H -0.1 0.0 0.0
H 0.1 -0.1 0.0
H 0.0 0.0 0.0
H 0.0 0.0 0.1
H -0.1 -0.4 0.1
H 0.0 -0.1 0.0
H 0.1 0.0 0.2
H -0.1 0.0 0.2
H 0.1 -0.2 -0.2
H 0.1 0.0 0.1
H -0.1 0.0 0.1
H 0.0 0.1 0.0
H 0.1 0.0 0.1

Atom charges from the natural (NBO) analysis, given in e for atoms 1 to 6: Ir 0.756; S -0.086; S 0.550; S -0.149; P 1.328; O -0.617

***

(3)
Below is an isolated molecule of C4H5NO2, with properties calculated with wB97M-V/def2-TZVPD.

Computed properties:
Strongest force on any atom ... 0.0118 hartree/bohr
Energy ... -360.66532 a.u.
HOMO-LUMO gap ... 0.341 Ha
Charge ... 0
E_LUMO ... 0.699 eV
Multiplicity ... 1
HOMO ... -8.5836 eV
Energy above the lowest of the compared OMol25 structures with the same formula, charge and spin ... 2.6 kcal/mol

Cartesian coordinates (Å):
O -1.6714 -1.1370 -0.1218
O -2.8196 0.4250 -1.3189
N -0.5620 0.6391 -0.7420
C -0.4289 -1.1577 0.4728
C 0.2753 -0.0805 0.1154
C -1.7956 0.0359 -0.8171
C 1.6294 0.3634 0.5396
H -0.3238 1.4281 -1.3155
H 1.7744 1.4426 0.4524
H -0.2678 -1.9335 1.2018
H 1.7892 0.1024 1.5878
H 2.4010 -0.1275 -0.0545

Force components x, y, z for each atom (eV/Å):
O -0.3 0.1 0.0
O 0.6 -0.2 -0.1
N -0.1 0.0 -0.1
C 0.1 0.1 0.2
C -0.1 -0.2 0.1
C -0.4 0.1 -0.1
C 0.2 0.0 0.0
H 0.0 0.1 0.2
H -0.2 -0.1 -0.1
H 0.1 0.0 -0.2
H 0.0 0.0 -0.1
H 0.1 0.1 0.0

Atom charges from the natural (NBO) analysis, given in e for atoms 1 to 6: O -0.454; O -0.606; N -0.614; C 0.034; C 0.097; C 0.855

***

(4)
Below is a structure of composition C34H36N4O16S, with properties calculated with wB97M-V/def2-TZVPD.

Computed properties:
Strongest force on any atom ... 0.2146 hartree/bohr
Energy ... -3137.65737 a.u.
HOMO-LUMO gap ... 0.283 Ha
Charge ... 0
E_LUMO ... -1.944 eV
Multiplicity ... 1
HOMO ... -9.6584 eV
Energy above the lowest of the compared OMol25 structures with the same formula, charge and spin ... 53.6 kcal/mol

Cartesian coordinates (Å):
S 4.3322 -4.3437 1.2152
O 2.2311 5.0659 -5.5831
O 3.5431 3.9610 -4.2840
O 5.4504 -3.6762 0.6231
O 2.2334 -0.0164 0.7552
O 4.4089 -5.7614 1.5144
O 2.2590 -1.6422 -0.6682
O -0.6404 -2.3678 2.7377
O 3.6750 -3.6067 2.5234
O -4.0358 2.2414 -3.7660
O -1.8054 -2.0802 -3.0402
O -1.1890 -1.2439 -4.9979
O -3.1026 -3.5677 9.8665
O -0.0816 -0.2485 2.3484
O 3.0234 -4.0582 0.2994
O -4.4117 -3.8204 8.1722
O -2.9139 3.9665 -3.2399
N 2.6752 -0.5854 -0.2410
N 2.4461 4.3731 -4.6143
N -3.5235 2.9633 -2.9448
N -3.3370 -3.5734 8.6764
C -0.5984 -1.4398 1.9845
C -4.4646 0.9953 0.1030
C -3.1763 3.4382 -0.5743
C -3.5792 2.5679 -1.5605
C -1.1373 0.0089 -5.6711
C -1.2850 1.0559 -4.6036
C 1.2736 3.9890 -3.8058
C 4.2929 -0.5352 -2.0765
C 0.0352 4.5515 -4.0249
C -2.2253 -3.2664 7.7433
C -1.2038 -3.5131 5.6234
C 1.4337 3.1407 -2.6917
C -0.9081 3.3311 -2.1970
C -4.0517 1.9204 1.0772
C -1.1160 -1.4225 0.5607
C -2.3044 -3.7197 6.4454
C -0.3833 0.7307 1.3457
C 2.2660 -3.5595 2.4036
C 4.1139 1.3998 -0.6554
C -1.0644 4.2110 -3.2424
C 5.6043 1.4225 -2.4975
C 1.9054 -4.2903 1.1095
C -0.7014 -0.0197 0.0736
C -3.3609 3.0671 0.7626
C 5.3250 0.0912 -2.7795
C 3.6942 0.1120 -1.0228
C -0.0653 -2.8322 6.0417
C 4.8934 2.1204 -1.5349
C 0.3725 2.8378 -1.8819
C 0.0240 -2.5275 7.4019
C -1.9762 0.3379 -3.4270
C -4.1571 1.3284 -1.2048
C -1.6385 -1.1294 -3.7544
C -1.0358 -2.7826 8.2554
H -1.6773 3.2584 -1.4355
H 5.1867 3.1447 -1.3474
H -0.1930 0.1271 -6.2094
H 1.7982 -5.3746 1.2323
H -0.1423 5.2670 -4.8191
H 1.6709 -4.0009 3.2054
H -3.0609 0.4473 -3.4556
H -2.7185 4.4036 -0.7420
H 0.2350 -0.0605 -0.4886
H 3.5205 1.8342 0.1411
H -1.8457 0.0834 -6.5009
H -1.2326 -3.7821 4.5752
H -0.3049 1.4318 -4.3062
H -1.2463 1.3035 1.6919
H 4.0706 -1.5747 -2.2828
H -0.5961 -2.1514 -0.0593
H 0.9447 -3.9909 0.6957
H 1.9453 -2.5171 2.3574
H 5.7691 -0.4290 -3.6149
H -1.4157 0.4993 -0.5642
H 0.7153 -2.7111 5.3060
H -1.5752 0.7967 -2.5290
H -3.0110 3.6122 1.6280
H 0.4484 2.2559 -0.9719
H 0.4536 1.4091 1.1947
H -0.8939 -2.5323 9.2972
H 2.4088 2.6867 -2.5663
H -4.4622 0.6380 -1.9803
H -4.1593 1.7835 2.1474
H 1.0025 -2.1658 7.6968
H -4.8913 0.0413 0.3688
H 6.4582 1.8770 -2.9852
H -2.0188 4.7064 -3.3594
H -2.1816 -1.5806 0.4123
H -1.8666 1.9255 -4.9093
H -3.1726 -4.2601 6.0991

Force components x, y, z for each atom (eV/Å):
S -1.1 -1.4 0.0
O 0.0 0.2 -0.1
O -0.2 0.0 0.1
O -1.1 0.0 0.9
O 0.5 -0.5 -0.4
O 0.1 1.9 -0.3
O 0.0 0.2 0.2
O 0.3 -0.4 0.3
O 1.4 -0.4 -0.4
O -0.5 -0.6 -0.7
O 0.1 0.0 0.0
O 0.2 -0.3 -0.8
O 0.0 0.1 0.0
O -0.2 -0.1 -0.3
O 1.5 -0.1 -0.8
O -0.2 -0.1 0.1
O -10.7 -2.4 0.7
N -0.3 0.5 0.1
N -0.2 -0.3 -0.1
N -1.6 -1.4 0.2
N 0.3 0.2 -0.3
C -0.6 -0.1 -0.2
C 1.1 1.2 0.4
C -0.8 0.7 1.9
C -1.5 -1.0 1.3
C 0.5 0.6 -1.1
C -0.6 0.9 0.4
C -0.5 -0.5 1.4
C 0.6 -0.8 -0.3
C 0.0 0.1 -0.9
C 0.4 -0.8 0.6
C -0.1 0.5 -0.8
C 1.2 -0.1 -1.2
C 2.2 0.7 1.2
C 0.1 -0.8 0.4
C 0.6 1.1 -1.1
C 0.2 0.0 -0.3
C -0.5 0.6 0.1
C -1.8 0.3 -0.4
C -2.5 -0.1 -0.5
C 6.2 1.7 -0.2
C 0.5 -0.5 -0.6
C -0.7 -0.9 0.9
C 0.5 -0.2 -0.4
C -0.3 -0.1 -0.6
C -1.1 0.3 0.2
C 1.2 0.5 0.1
C -1.1 -1.0 0.6
C 1.4 -0.3 1.0
C -1.4 0.1 -0.1
C 0.8 -0.1 -1.2
C 0.9 -0.1 -1.5
C -0.6 0.1 -0.8
C -0.5 0.4 1.6
C 0.6 0.9 0.3
H 1.6 -0.6 -1.1
H -0.3 0.0 0.1
H 0.2 -0.4 0.4
H 0.2 0.1 0.4
H 0.4 0.0 0.0
H 0.8 -0.2 0.4
H 0.3 -0.2 -0.1
H -0.3 0.0 -0.3
H -0.3 -0.3 -0.1
H 0.5 0.3 0.2
H -0.6 -0.4 0.5
H -0.2 -0.2 0.1
H 0.0 -0.1 0.1
H 0.0 0.0 0.1
H -0.3 0.1 0.0
H -0.1 -0.3 0.3
H 0.4 0.7 -0.4
H 0.3 0.1 -0.1
H 0.4 0.0 0.2
H -0.2 -0.1 0.3
H 0.2 0.3 0.3
H -0.1 -0.8 0.4
H 0.1 0.6 -0.4
H 0.4 -0.2 -0.1
H 0.1 -0.1 0.4
H -0.4 -0.2 0.1
H 0.0 0.2 0.3
H 0.1 0.2 -0.1
H -0.4 -0.6 -0.1
H -0.3 0.2 0.7
H -0.2 0.0 -0.1
H -0.3 0.3 -0.3
H 5.0 3.3 -0.6
H -0.1 -0.2 0.6
H 0.1 -0.1 -0.3
H -0.1 0.2 0.0

Atom charges from the Mulliken analysis, given in e for atoms 1 to 6: S 1.124; O -0.604; O -0.588; O -0.536; O -0.618; O -0.577